# 1
15
Properties=species:S:1:pos:R:3 method="wB97M-V/def2-TZVPD" max_force_ev_per_a=3.4 multiplicity=1 de_lowest_kcal_mol=36.1 e_tot_ev=-27426.5262 smiles=NCCSS.O
S 2.08905 1.42906 0.53191
S 1.09631 2.35378 1.98022
O -3.19293 0.06857 -0.75748
N -0.83443 -0.69199 -0.36501
C 1.64189 -0.34873 0.13940
C 0.52800 -0.64605 -0.86350
H -1.54388 -0.85229 -1.08480
H -2.60024 0.70235 -1.19734
H 1.55228 -0.95169 1.11654
H 0.37401 0.29671 -1.48094
H 1.17383 1.95244 3.20307
H -2.98243 0.15198 0.17380
H 2.65331 -0.59958 -0.23822
H -0.81251 -1.38623 0.39239
H 0.85770 -1.47831 -1.55004

# 2
21
Properties=species:S:1:pos:R:3 method="wB97M-V/def2-TZVPD" max_force_ev_per_a=3.1 multiplicity=1 de_lowest_kcal_mol=61.0 e_tot_ev=-10430.8327 smiles="[H]/N=C(C)/C(C=C(C)C)=N/[H]"
N 1.22688 -2.26796 -0.83640
N 1.14351 -0.41992 1.85261
C -1.95339 1.47493 -0.85617
C -1.21412 0.29408 -0.28247
C 0.63739 -1.18290 -0.49527
C 2.60156 0.42246 0.05904
C 1.36357 -0.24585 0.59566
C -1.79492 -0.21597 1.01109
C -0.44259 -0.47897 -1.12257
H -0.43057 -0.35128 -2.20015
H 0.56567 -3.04679 -0.92111
H -2.96424 1.17330 -1.15375
H 2.93895 1.20708 0.74102
H -2.86698 -0.40188 0.87704
H -1.67323 0.52555 1.80541
H -2.03891 2.27974 -0.12105
H 2.41019 0.83623 -0.93308
H 1.89304 -0.01334 2.42032
H -1.34793 -1.15322 1.34415
H 3.40393 -0.31322 -0.04061
H -1.45779 1.87793 -1.74371

# 3
24
Properties=species:S:1:pos:R:3 method="wB97M-V/def2-TZVPD" max_force_ev_per_a=2.5 multiplicity=1 e_tot_ev=-48070.6957 charge=+2
Pd -1.06854 -2.19241 -2.57647
S 0.81591 2.73876 -0.65709
F -2.19884 -2.21728 -0.28768
F 0.75404 -2.49192 -1.43856
F 0.56351 -2.39060 1.08548
O 0.82726 -0.57299 -2.48982
O -4.13143 -1.17743 0.08741
O -1.03037 -0.43712 2.12012
O 0.93501 2.70533 0.91522
O -0.15826 1.35002 -0.60671
O -0.02932 3.73341 -1.14517
O 2.04675 2.37803 -1.22836
O 2.61544 -1.59517 1.31170
N 1.20173 -0.58131 -0.20346
N -2.19206 0.03049 0.19881
C 0.30220 0.48408 0.31840
C 0.93310 -1.10722 -1.42795
C -1.03913 -0.06271 1.00464
C 1.56942 -1.58796 0.82051
C -2.97533 -1.15127 0.05296
C 1.14768 1.34778 1.31318
H -2.01649 0.43751 -0.71881
H 0.92571 1.22649 2.36337
H 2.20199 1.13351 1.18828

# 4
123
Properties=species:S:1:pos:R:3 method="wB97M-V/def2-TZVPD" max_force_ev_per_a=5.6 multiplicity=1 e_tot_ev=-133801.2965 charge=+1
Cl -0.53961 -1.23680 3.08088
Cl -0.66622 -2.77917 5.62837
S -0.92405 2.20845 5.57959
P -4.86237 2.79337 2.60192
F -7.35424 -0.09478 2.40646
O -5.07729 3.07381 1.03100
O -4.29527 4.00511 3.20396
O 8.54448 -1.41118 -2.98501
O 3.28878 -2.48225 -4.30210
O -7.47086 1.29961 -1.54502
O -11.07349 -2.69117 0.72761
O -6.28226 2.50636 3.29627
O 2.11606 4.54561 2.33146
O 10.95878 -1.62025 -6.02713
O 8.69452 2.56947 -2.49845
O -4.06816 1.15386 5.42059
O 0.83384 -2.02543 -1.94440
O -0.10763 1.64574 2.57447
O 5.16108 1.91355 2.04177
N 1.56909 -1.85700 -5.63396
N 0.56045 -3.33003 -0.11936
N -2.08777 -0.11409 0.46597
N -8.30433 1.49946 -3.64449
N 7.16717 2.61108 1.22232
N -9.45088 -1.99896 2.14817
N 6.33793 -1.94380 -3.07591
N -4.30491 3.50136 6.17641
N -1.39627 1.73666 3.08364
N 2.49085 -3.47561 -1.37738
N 10.00701 -1.38572 -8.07240
N 8.80702 0.39092 -1.88916
N -10.36226 -4.10983 2.34866
N 9.05686 -2.76342 -6.48485
N 7.94617 -3.57721 -3.30134
N 9.55521 1.04532 -3.95160
N 5.49350 1.90733 -0.19103
N -9.10849 -0.12148 -2.22471
N 2.06965 -4.08392 -5.35113
C -2.50531 1.71496 2.05651
C -5.31057 0.02306 1.04655
C 0.42973 2.87326 2.03090
C -6.82852 0.28337 1.18041
C 5.89916 2.13341 1.09073
C 10.06768 -1.90501 -6.80907
C 9.00269 1.41159 -2.76819
C -10.34549 -2.91902 1.67835
C -3.26684 0.91636 4.26847
C -1.83920 -0.44826 -0.78668
C -2.21243 1.18871 0.64968
C 7.66557 -2.25188 -3.11147
C -1.78648 1.75866 -1.61085
C 1.45181 3.46500 3.00514
C -1.68773 0.40847 -1.85063
C -1.21651 -1.12316 5.62412
C -4.19288 2.39268 5.82129
C -4.53600 -0.02633 2.37981
C 2.36776 -2.78845 -5.04803
C 1.27292 -2.88814 -1.20180
C -1.16876 -0.41508 4.48919
C -8.24512 0.91553 -2.41473
C 2.51674 2.41894 3.34305
C -1.67238 1.04089 4.39538
C -2.06926 2.15839 -0.31661
C -1.75638 -0.61687 6.94576
C -3.82083 1.30459 2.80954
H -8.92886 1.20476 -4.37078
H -4.86549 0.69038 0.30345
H -1.48831 0.09454 -2.86785
H 0.88620 -4.03301 0.51660
H -7.06709 1.31053 0.90180
H 1.00871 2.56012 1.15245
H -11.00856 -4.80648 2.02750
H 7.24461 -4.28411 -3.40854
H 4.56221 1.56233 -0.32356
H 3.04498 -3.17242 -2.16544
H 1.32051 -4.35466 -5.95896
H 10.73540 -0.75102 -8.34167
H 0.81018 -2.08196 -6.24786
H 1.03631 3.90009 3.92582
H 2.85497 -4.18332 -0.76850
H 3.26969 2.36583 2.54814
H 7.49665 2.78740 2.15311
H -0.32979 3.57733 1.66235
H 6.06998 2.07013 -0.99934
H -1.05311 0.11607 7.34557
H 2.98198 2.60949 4.31386
H -0.33760 -2.91323 0.03527
H 8.31448 -3.01000 -7.11045
H -9.42026 -1.11629 1.67573
H 8.39869 0.63065 -1.00571
H -9.77275 -4.31661 3.13160
H -2.79358 -0.27951 6.90958
H -7.32031 -0.34422 0.43177
H -1.65042 2.49372 -2.39699
H 9.04215 -0.56899 -2.07273
H 1.53769 4.90554 1.64991
H -9.09750 -0.57658 -1.33063
H 5.60160 -2.61748 -3.18174
H -5.16021 -0.34084 3.22479
H -6.28222 3.03527 4.11101
H 2.09277 1.40639 3.40689
H -3.78104 -0.81557 2.26721
H 2.64009 -4.79593 -4.93547
H 9.28442 -1.60517 -8.73049
H 9.06796 -3.15779 -5.56041
H -7.68309 2.26733 -3.81816
H 9.80786 0.09788 -4.17703
H -9.74866 -0.44716 -2.92381
H -1.44508 2.71885 3.41102
H -1.73417 -1.46299 7.64073
H -1.74891 -1.51144 -1.00387
H -8.83652 -2.15361 2.92368
H -1.56110 2.03206 6.75529
H -2.16508 3.20642 -0.04846
H -2.64580 2.78952 1.87338
H 8.91338 -3.84175 -3.33163
H 7.77659 2.79573 0.44351
H 6.09585 -0.98004 -2.94012
H -5.21692 -0.97719 0.60267
H -6.02536 3.23790 0.89393
H 1.76278 -0.89445 -5.42922
H -3.34348 -0.16837 4.19405
H 9.71709 1.76531 -4.63026